1.
The molecule C4H7N3, computed with ωB97M-V/def2-TZVPD.

```
14
Properties=species:S:1:pos:R:3:forces:R:3
H 2.202910 -0.669272 -1.883586 0.60 -0.87 -0.17
N -0.937312 0.603465 0.679431 -0.56 -0.51 -0.42
H -1.080272 0.635035 2.794227 0.14 0.08 -0.07
C 0.957944 -0.899123 -0.044295 -0.54 0.77 -0.73
H 1.567339 -1.466187 0.684691 -0.37 1.32 -0.26
C -0.280052 -0.302322 -0.065559 -1.98 -0.55 -2.03
C 1.247052 -0.829289 -1.430710 0.77 -1.52 -0.83
H -1.132553 2.222729 2.007315 0.14 -0.37 -0.19
N 0.180811 -0.830615 -2.241865 1.31 0.49 0.33
H 0.410689 1.354094 2.139474 -0.14 -0.14 -0.20
H 0.326318 -1.331275 -3.121395 -0.62 0.56 0.10
C -0.664205 1.227492 1.970089 0.08 -0.28 -0.07
N -0.992146 -0.538313 -1.716283 1.54 0.80 4.33
H -1.806523 0.823581 0.228466 -0.37 0.23 0.21
```
Positions in Å, forces in eV/Å.

Its energy above the lowest of the compared OMol25 structures with the same formula, charge and spin is 4.460 eV. As for the structure (SMILES): CNc1cc[nH]n1. Its multiplicity is 1. As for the charge: 0. The total energy is -320.71941 hartree.

Atom charges from the Mulliken analysis, given in e for atoms 1 to 6: 0.396, -0.253, 0.284, -0.533, 0.367, 0.455


2.
A structure of composition C51H42NO2PdSb, computed with ωB97M-V/def2-TZVPD.

```
98
Properties=species:S:1:pos:R:3:forces:R:3
C -6.765248 0.243985 1.625098 -0.10 0.01 0.02
C -3.689639 2.377683 -3.294477 -0.03 0.06 0.03
H -2.221966 -3.724502 -4.459400 -0.01 0.01 0.00
H 4.621225 -3.453531 -0.922375 0.00 0.02 0.01
H -0.155004 -2.373630 -4.283178 0.01 0.01 0.00
H 4.842228 -5.399562 0.588091 0.00 0.00 0.00
H -2.614601 -3.692873 -0.211464 -0.02 -0.02 -0.03
H -2.095667 4.938829 -0.925593 0.00 -0.03 -0.01
C -2.443118 2.934243 0.840959 -0.07 -0.37 -0.12
C -1.853536 -3.418237 -3.489038 0.00 0.00 0.02
C -5.234511 2.040313 1.149004 0.02 -0.04 -0.01
C 2.420003 2.941573 1.010313 0.12 -0.40 -0.17
H 0.061935 5.976298 -1.615736 0.01 -0.06 -0.09
H -1.439209 -0.083953 -3.848408 -0.01 0.05 0.01
C -2.830055 1.521584 -1.203600 0.00 -0.13 0.09
H 2.183845 5.019532 -0.715556 0.01 -0.04 -0.03
H 1.059679 1.154105 -3.943151 -0.01 0.02 0.00
C -3.672709 2.379075 -1.908550 0.08 0.04 -0.03
H -4.342905 3.059080 -3.825617 -0.02 -0.02 0.01
C 2.895807 2.268271 -3.907698 -0.06 0.00 -0.09
H 0.660506 -1.649432 -2.081777 0.01 -0.01 -0.05
O 2.044239 0.555919 0.816043 -0.72 -0.13 -0.36
C 1.865392 1.542579 -3.331894 0.02 0.02 0.01
C 3.963121 -4.770176 0.638868 -0.02 0.00 0.02
H 2.645919 -1.992936 -0.772048 0.03 0.02 0.02
C -0.231887 -2.265593 -2.144826 0.09 -0.04 0.08
H -3.769188 -0.933582 0.571772 0.00 -0.01 0.01
C 1.174695 3.496663 0.389634 -0.04 0.03 0.23
H 3.060106 -5.892590 2.228388 -0.01 -0.01 -0.01
C 2.865641 1.579721 0.381956 -0.01 0.42 -0.11
H -2.379283 -4.001458 5.911189 -0.01 0.01 0.00
C 3.838957 -3.678256 -0.208332 0.02 -0.03 -0.04
H -1.402750 -0.058956 -1.392275 -0.05 0.07 0.03
C -4.245678 1.132017 0.792575 0.17 -0.07 0.13
C -0.968500 -2.726774 2.542919 0.09 0.36 -0.14
C 1.831422 -4.245861 1.623443 -0.10 -0.01 -0.04
C 2.961859 -5.048660 1.557313 0.02 -0.05 0.00
H -0.211360 -2.808802 5.850017 0.01 0.00 -0.01
Pd 0.031619 0.724039 0.693659 0.17 -0.14 1.13
O -1.969636 0.575019 0.882514 0.61 -0.26 -0.16
H -5.993601 -1.734726 1.302196 -0.01 0.00 0.01
H -3.224219 3.642548 0.572951 0.04 0.07 0.05
C -0.766871 -2.974967 4.936058 0.00 -0.01 0.04
C -2.539401 -3.776748 -2.339563 -0.03 -0.01 -0.01
C -6.486420 1.597937 1.562734 -0.02 0.01 -0.02
H -4.334960 3.048896 -1.371683 -0.02 -0.01 0.00
H -2.905724 1.489507 -5.085347 0.00 0.00 0.00
C 1.226031 4.581278 -0.471197 -0.01 0.20 0.08
C -2.064921 -3.393612 -1.091350 0.03 0.00 0.03
C -0.694942 -2.660842 -3.389396 0.02 -0.05 -0.02
H 0.682717 -1.986820 3.707070 0.00 -0.02 0.06
H 3.233216 3.660355 0.903138 -0.07 0.09 0.04
C -1.149045 3.462455 0.293084 -0.03 0.08 0.18
C -2.054323 0.628765 -3.311765 -0.01 0.06 -0.03
H 7.643966 -0.192316 2.186385 0.00 0.00 -0.01
C -2.198694 -3.368134 2.588647 0.01 -0.02 -0.05
C -4.542480 -0.229352 0.848153 -0.04 0.00 0.02
H -5.052917 3.106450 1.121828 0.02 0.00 0.01
C 6.182333 -0.267424 0.613629 -0.03 0.00 -0.04
C 2.717509 -2.866818 -0.134195 -0.02 0.11 -0.01
H -3.451161 -4.356253 -2.410099 0.01 -0.01 0.00
C 3.911978 2.765895 -3.104397 0.04 0.07 0.05
C 6.700387 0.189520 1.817532 0.06 -0.01 0.04
H 1.050639 -4.477771 2.336738 0.02 -0.02 0.03
C 4.788790 1.627083 2.074528 0.02 0.04 -0.07
H 2.220252 2.756467 2.066530 0.06 0.04 0.02
H -3.659580 -4.329973 3.823125 0.00 0.00 0.00
H 4.255300 2.357868 2.667616 0.00 -0.01 0.01
C -2.701111 -3.827437 3.799117 -0.03 -0.02 0.00
H 4.716431 3.341608 -3.545461 0.02 -0.02 0.01
C 4.975480 0.225552 0.145759 0.02 0.01 0.06
H 4.571047 -0.138879 -0.790411 0.00 0.00 -0.01
H -2.783283 -3.511095 1.692156 -0.02 0.00 0.03
C -1.985292 -3.638989 4.970697 0.01 0.00 0.00
H 6.391682 1.496930 3.489172 0.01 -0.01 0.00
H -2.373227 2.868867 1.928436 -0.03 0.05 0.01
C 3.901817 2.529284 -1.738119 -0.10 0.07 -0.03
H 2.908727 2.445241 -4.975759 0.00 0.01 0.01
H -7.740291 -0.094995 1.951778 0.01 -0.01 0.00
Sb -0.017127 -1.882117 0.827677 -0.18 0.02 -0.42
N 0.003587 2.939521 0.752384 0.04 -0.46 -0.76
H -7.241903 2.323145 1.838340 -0.01 -0.01 0.01
H 6.719196 -1.010982 0.037553 0.00 0.00 0.01
C 0.048348 5.106861 -0.971627 -0.01 -0.14 0.09
C -2.823709 1.512168 0.341402 -0.06 0.33 -0.28
H 4.705159 2.913832 -1.120061 0.03 -0.02 -0.01
C -0.265521 -2.514986 3.729360 0.02 0.00 -0.09
H 1.049709 0.735614 -1.527405 0.01 -0.02 0.01
C -5.786595 -0.672200 1.262787 0.06 0.03 -0.06
C 2.875365 1.793952 -1.147430 0.08 -0.18 0.12
C 1.859238 1.310613 -1.962479 0.05 -0.08 0.05
C -0.902199 -2.641335 -0.981597 -0.04 0.15 0.28
C -2.880436 1.499750 -4.002953 0.04 -0.01 -0.05
C -2.026633 0.647228 -1.922794 -0.08 -0.05 0.00
C 1.701251 -3.155526 0.771797 0.00 0.41 0.13
C 6.000012 1.136649 2.546095 0.01 0.02 0.00
C 4.266561 1.185545 0.865234 -0.11 -0.15 0.05
C -1.151895 4.535708 -0.585379 0.02 0.17 0.07
```
Positions in Å, forces in eV/Å.

Its energy above the lowest of the compared OMol25 structures with the same formula, charge and spin is 0.000 eV. Its multiplicity is 1. As for the charge: 0. The total energy is -2541.98707 hartree.

Atom charges from the Mulliken analysis, given in e for atoms 1 to 6: -0.514, -0.913, 0.389, 0.440, 0.475, 0.382